Molecular formula: C31H36F5N7OPPt
Method: DFT, ωB97M-V/def2-TZVPD

Relative energy (zero: lowest compared OMol25 entry of this formula, charge and spin) (kJ/mol): 0.0
DFT total energy (eV): -71329.679
Expectation value of S²: 2.007
HOMO-LUMO gap (alpha / beta) (hartree): 0.2337 / 0.2556

Structure (ORCA input):
```
! RIJCOSX wB97M-V def2-TZVPD def2/J DEFGRID3
* xyz -1 3
Pt 1.37 -0.22 -0.04
N 4.23 2.29 -0.44
C 4.66 0.96 -0.46
C 6.04 0.77 -0.32
C 6.56 -0.51 -0.38
C 5.69 -1.57 -0.59
C 4.35 -1.29 -0.72
N 3.82 -0.05 -0.64
C 2.98 2.89 -0.37
C 2.97 4.28 -0.17
C 1.77 4.94 -0.10
C 0.59 4.22 -0.25
C 0.70 2.86 -0.45
N 1.86 2.20 -0.51
H 4.98 2.93 -0.29
H 6.69 1.62 -0.16
H 7.62 -0.67 -0.26
H 6.04 -2.59 -0.65
H 3.63 -2.08 -0.86
H 3.91 4.82 -0.06
H 1.75 6.01 0.06
H -0.38 4.69 -0.20
H -0.17 2.21 -0.58
F 0.73 -2.43 2.32
C 1.35 -1.35 2.83
C 1.85 -0.35 2.01
C 2.49 0.66 2.70
F 3.06 1.69 2.02
C 2.61 0.73 4.07
F 3.24 1.75 4.66
C 2.07 -0.28 4.84
F 2.17 -0.24 6.17
C 1.44 -1.33 4.21
F 0.92 -2.31 4.95
C -1.79 -2.77 -0.13
C -2.67 -1.81 -0.96
C -4.15 -2.11 -0.69
C -2.35 -2.09 -2.44
P -2.05 -0.04 -0.62
N -0.52 0.10 -0.79
C -2.72 0.47 1.08
C -1.91 1.69 1.57
C -4.22 0.78 1.14
C -2.43 -0.67 2.06
C -2.89 1.11 -1.91
C -2.04 1.07 -3.19
C -4.35 0.80 -2.25
C -2.83 2.56 -1.39
H -1.68 -3.72 -0.67
H -2.23 -3.00 0.84
H -0.80 -2.37 0.02
H -4.35 -3.15 -1.00
H -4.82 -1.46 -1.25
H -4.40 -2.04 0.37
H -2.43 -3.17 -2.63
H -1.33 -1.78 -2.68
H -3.05 -1.59 -3.12
H -2.26 2.62 1.14
H -0.85 1.57 1.33
H -2.00 1.77 2.66
H -4.49 1.70 0.64
H -4.51 0.89 2.20
H -4.82 -0.03 0.72
H -1.41 -1.03 1.97
H -3.11 -1.51 1.92
H -2.57 -0.31 3.09
H -2.25 0.19 -3.80
H -0.97 1.06 -2.95
H -2.26 1.96 -3.80
H -4.46 -0.15 -2.77
H -4.72 1.59 -2.92
H -4.99 0.79 -1.37
H -1.87 2.80 -0.94
H -3.61 2.76 -0.66
H -2.99 3.24 -2.23
O 1.70 -2.52 -0.28
N 1.36 -3.17 -1.31
C 1.69 -4.44 -1.26
C 1.33 -5.27 -2.38
N 1.07 -5.97 -3.26
C 2.41 -5.05 -0.16
N 2.97 -5.56 0.71
*
```

Results of the Löwdin charge analysis, in e, for atoms 1 through 6: 1.09 0.12 -0.30 -0.03 -0.08 -0.06


Molecular formula: C3H5NO3
Method: DFT, ωB97M-V/def2-TZVPD

Relative energy (zero: lowest compared OMol25 entry of this formula, charge and spin) (kJ/mol): 654.9
DFT total energy (eV): -10818.900
HOMO-LUMO gap (hartree): 0.3758

Structure (ORCA input):
```
! RIJCOSX wB97M-V def2-TZVPD def2/J DEFGRID3
* xyz 0 1
C -2.68 0.26 0.03
C 0.45 -0.98 0.13
C 1.51 0.11 -0.11
H -2.89 0.49 1.25
H -3.36 -0.84 -0.39
H -2.70 1.38 -0.95
H 0.97 -1.93 0.13
H 0.00 1.35 0.41
N -0.84 -1.06 0.05
O -1.30 0.16 -0.17
O 0.95 1.43 0.11
O 2.62 -0.26 -0.08
*
```

Results of the Löwdin charge analysis, in e, for atoms 1 through 6: -0.14 -0.03 -0.41 0.12 0.16 0.20


Molecular formula: C3H6N
Method: DFT, ωB97M-V/def2-TZVPD

Relative energy (zero: lowest compared OMol25 entry of this formula, charge and spin) (kJ/mol): 137.5
DFT total energy (eV): -4688.691
SMILES: C=C=C[NH3+]
HOMO-LUMO gap (hartree): 0.4003

Structure (ORCA input):
```
! RIJCOSX wB97M-V def2-TZVPD def2/J DEFGRID3
* xyz 1 1
C -0.27 -0.30 0.40
C 0.91 0.05 -0.10
C 2.17 0.20 -0.16
N -1.66 0.10 -0.06
H -0.27 -1.32 0.83
H 2.43 0.98 0.50
H 2.86 -0.11 -0.85
H -1.87 1.04 -0.27
H -2.31 -0.18 0.59
H -1.98 -0.46 -0.88
*
```

Results of the Löwdin charge analysis, in e, for atoms 1 through 6: -0.06 -0.05 0.11 0.22 0.14 0.10


What did the third record say?
Molecular formula: C3H6N
Method: DFT, ωB97M-V/def2-TZVPD

Relative energy (zero: lowest compared OMol25 entry of this formula, charge and spin) (kJ/mol): 137.5
DFT total energy (eV): -4688.691
SMILES: C=C=C[NH3+]
HOMO-LUMO gap (hartree): 0.4003

Structure (ORCA input):
```
! RIJCOSX wB97M-V def2-TZVPD def2/J DEFGRID3
* xyz 1 1
C -0.27 -0.30 0.40
C 0.91 0.05 -0.10
C 2.17 0.20 -0.16
N -1.66 0.10 -0.06
H -0.27 -1.32 0.83
H 2.43 0.98 0.50
H 2.86 -0.11 -0.85
H -1.87 1.04 -0.27
H -2.31 -0.18 0.59
H -1.98 -0.46 -0.88
*
```

Results of the Löwdin charge analysis, in e, for atoms 1 through 6: -0.06 -0.05 0.11 0.22 0.14 0.10


> What is the formula in the third record?

C3H6N


Copy entry 3 word for word.
Molecular formula: C3H6N
Method: DFT, ωB97M-V/def2-TZVPD

Relative energy (zero: lowest compared OMol25 entry of this formula, charge and spin) (kJ/mol): 137.5
DFT total energy (eV): -4688.691
SMILES: C=C=C[NH3+]
HOMO-LUMO gap (hartree): 0.4003

Structure (ORCA input):
```
! RIJCOSX wB97M-V def2-TZVPD def2/J DEFGRID3
* xyz 1 1
C -0.27 -0.30 0.40
C 0.91 0.05 -0.10
C 2.17 0.20 -0.16
N -1.66 0.10 -0.06
H -0.27 -1.32 0.83
H 2.43 0.98 0.50
H 2.86 -0.11 -0.85
H -1.87 1.04 -0.27
H -2.31 -0.18 0.59
H -1.98 -0.46 -0.88
*
```

Results of the Löwdin charge analysis, in e, for atoms 1 through 6: -0.06 -0.05 0.11 0.22 0.14 0.10